106
Properties=species:S:1:pos:R:3:mulliken_charge:R:1 method="wB97M-V/def2-TZVPD" charge=-1 homo_ha=-0.1120 orbital_gap_ev=5.2 largest_force_ev_per_a=0.8 energy_ha=-2062.00379
Rb -0.027 -0.419 -1.695 1.040
C -5.195 3.948 -0.026 -1.035
C -5.328 2.636 -0.808 -1.098
C -4.231 1.669 -0.489 0.025
C -4.254 0.642 0.405 0.356
C -5.378 0.206 1.293 -0.923
C -5.241 0.757 2.716 -1.013
C -2.905 0.063 0.401 -0.060
N -2.140 0.726 -0.480 -0.084
C -2.867 1.712 -1.037 -0.016
C -2.381 2.675 -1.938 -0.221
C -1.056 2.948 -2.328 0.305
C -0.627 4.053 -3.192 0.396
C -1.530 4.986 -3.937 -1.040
C -2.115 4.346 -5.200 -1.120
C 0.735 4.032 -3.188 0.425
C 1.126 2.916 -2.318 -0.103
C 2.439 2.603 -1.924 -0.098
C 2.891 1.620 -1.027 0.160
N 2.135 0.645 -0.491 -0.041
C 2.871 -0.037 0.400 -0.134
C 2.384 -1.073 1.216 -0.176
C 1.052 -1.453 1.450 -0.019
N -0.031 -0.832 0.950 -0.658
C -1.134 -1.412 1.453 0.008
C -2.454 -0.985 1.223 -0.172
C -0.741 -2.519 2.337 1.074
C 0.621 -2.543 2.335 0.779
C 1.530 -3.459 3.096 -0.990
C 2.042 -2.835 4.398 -1.180
C -1.680 -3.409 3.090 -1.061
C -2.178 -2.777 4.393 -1.196
C 4.231 0.515 0.431 0.366
C 4.243 1.548 -0.456 -0.121
C 5.361 2.502 -0.745 -1.171
C 5.226 3.814 0.035 -0.985
C 5.328 0.056 1.341 -0.943
C 5.172 0.605 2.763 -1.007
N 0.024 2.299 -1.859 -0.687
C 1.670 4.992 -3.858 -1.022
C 2.122 6.116 -2.921 -0.941
H -5.988 4.653 -0.291 0.377
H -5.246 3.758 1.047 0.221
H -4.232 4.416 -0.231 0.252
H -6.299 2.182 -0.589 0.401
H -5.327 2.858 -1.879 0.357
H -6.334 0.525 0.870 0.390
H -5.409 -0.888 1.334 0.321
H -5.259 1.848 2.707 0.228
H -6.049 0.405 3.363 0.371
H -4.290 0.450 3.153 0.194
H -3.130 3.356 -2.334 0.150
H -2.348 5.307 -3.285 0.380
H -0.983 5.893 -4.211 0.399
H -2.673 3.443 -4.946 0.260
H -2.787 5.032 -5.722 0.358
H -1.316 4.057 -5.885 0.306
H 3.211 3.261 -2.316 0.238
H 3.132 -1.608 1.797 0.262
H -3.219 -1.496 1.802 0.241
H 1.010 -4.395 3.327 0.475
H 2.388 -3.726 2.469 0.302
H 1.210 -2.600 5.064 0.231
H 2.726 -3.507 4.924 0.422
H 2.567 -1.902 4.188 0.142
H -2.542 -3.647 2.458 0.187
H -1.189 -4.362 3.317 0.403
H -2.675 -1.828 4.186 0.138
H -2.883 -3.430 4.914 0.429
H -1.342 -2.569 5.063 0.231
H 6.320 2.035 -0.503 0.399
H 5.389 2.724 -1.816 0.374
H 5.249 3.622 1.109 0.218
H 6.033 4.510 -0.210 0.362
H 4.273 4.294 -0.191 0.207
H 5.339 -1.038 1.379 0.337
H 6.299 0.360 0.939 0.388
H 4.205 0.315 3.178 0.188
H 5.959 0.236 3.426 0.368
H 5.211 1.696 2.758 0.229
H 2.548 4.453 -4.226 0.404
H 1.187 5.427 -4.737 0.437
H 2.610 5.705 -2.037 0.143
H 2.821 6.794 -3.419 0.346
H 1.262 6.695 -2.581 0.298
C -2.417 -4.126 -1.076 -1.039
N -1.143 -4.715 -0.718 0.398
C -1.152 -5.984 -0.023 -0.818
C 0.152 -6.171 0.725 0.272
C 1.310 -5.994 -0.235 -0.856
N 1.198 -4.720 -0.911 0.423
C 2.397 -4.141 -1.481 -1.046
C -0.006 -4.149 -1.234 0.288
O -0.062 -3.133 -1.919 -0.699
H -3.131 -4.326 -0.276 0.362
H -2.813 -4.533 -2.013 0.293
H -2.306 -3.050 -1.174 0.202
H -1.320 -6.818 -0.721 0.255
H -1.987 -5.977 0.681 0.453
H 0.187 -7.156 1.191 0.437
H 0.221 -5.409 1.505 -0.523
H 1.344 -6.825 -0.956 0.260
H 2.254 -6.004 0.315 0.479
H 3.239 -4.362 -0.825 0.351
H 2.284 -3.063 -1.547 0.242
H 2.614 -4.538 -2.479 0.281